1.
ORCA calculation (ωB97M-V with the def2-TZVPD basis set) on 4 unconnected molecules or ions with the total composition C35H64F10N5O12S2.

Positions of all 128 atoms, in Å:
O: 2.734 -0.878 3.257
C: 1.518 -1.507 3.689
C: 0.379 -0.407 3.828
C: -0.925 -0.929 3.078
C: -1.834 0.241 2.540
N: -3.266 0.142 2.897
O: -4.089 0.953 2.129
C: -3.521 0.300 4.298
N: -3.027 1.440 4.964
C: -3.798 2.671 4.651
C: -3.582 3.846 5.660
C: -2.078 4.266 5.845
S: -1.100 4.236 4.292
C: -1.986 5.129 2.999
S: -3.016 6.388 3.204
N: -1.723 4.669 1.667
C: -2.408 4.947 0.485
C: -1.668 4.237 -0.512
N: -0.599 3.532 0.068
C: -0.659 3.804 1.376
N: -4.228 -0.596 4.931
C: -4.524 -0.495 6.379
O: -3.592 -1.380 7.022
C: -4.004 -1.743 8.286
F: -4.754 -2.878 8.239
F: -2.895 -2.063 9.004
F: -4.651 -0.760 8.954
C: -4.755 -1.817 4.257
F: -5.313 -2.680 5.153
F: -3.752 -2.527 3.661
C: -5.854 -1.521 3.155
F: -5.309 -1.638 1.902
F: -6.368 -0.248 3.223
C: -7.091 -2.504 3.172
F: -6.730 -3.802 3.017
F: -7.921 -2.305 4.216
F: -7.818 -2.202 2.049
H: 2.801 -0.067 3.790
H: 1.220 -2.323 2.977
H: 1.689 -2.007 4.679
H: 0.104 -0.373 4.921
H: 0.701 0.609 3.496
H: -0.572 -1.500 2.178
H: -1.437 -1.652 3.754
H: -1.783 0.234 1.418
H: -1.388 1.226 2.860
H: -3.870 0.847 1.186
H: -2.017 1.556 4.869
H: -4.894 2.410 4.694
H: -3.637 3.033 3.598
H: -3.975 3.575 6.674
H: -4.138 4.745 5.286
H: -1.526 3.647 6.597
H: -2.084 5.308 6.268
H: -3.312 5.569 0.367
H: -1.852 4.195 -1.605
H: 0.060 3.376 2.097
H: -4.350 0.525 6.787
H: -5.597 -0.740 6.606
C: 1.441 -7.030 -0.102
O: 1.633 -5.796 -0.764
C: 0.563 -4.890 -0.538
C: 1.033 -3.457 -0.720
O: 1.747 -2.947 0.406
C: 3.071 -3.453 0.594
C: 4.072 -2.911 -0.415
O: 3.951 -3.601 -1.653
C: 4.407 -2.830 -2.749
H: 0.541 -7.531 -0.473
H: 2.306 -7.660 -0.304
H: 1.367 -6.878 0.980
H: 0.159 -5.016 0.473
H: -0.222 -5.114 -1.272
H: 0.145 -2.823 -0.807
H: 1.605 -3.330 -1.640
H: 3.077 -4.542 0.624
H: 3.373 -3.103 1.585
H: 5.092 -3.071 -0.044
H: 3.904 -1.838 -0.552
H: 3.823 -1.909 -2.834
H: 4.264 -3.410 -3.660
H: 5.471 -2.595 -2.639
C: 2.935 0.568 -1.740
O: 3.116 1.800 -2.406
C: 2.031 2.691 -2.185
C: 2.481 4.130 -2.365
O: 3.184 4.648 -1.238
C: 4.511 4.163 -1.044
C: 5.508 4.718 -2.047
O: 5.403 4.030 -3.285
C: 5.856 4.808 -4.374
H: 2.040 0.058 -2.114
H: 3.804 -0.057 -1.929
H: 2.855 0.728 -0.658
H: 1.625 2.560 -1.177
H: 1.252 2.454 -2.921
H: 1.586 4.751 -2.456
H: 3.056 4.264 -3.283
H: 4.531 3.073 -1.013
H: 4.803 4.516 -0.051
H: 6.528 4.571 -1.669
H: 5.326 5.790 -2.185
H: 5.264 5.726 -4.461
H: 5.725 4.227 -5.286
H: 6.916 5.055 -4.259
C: -0.244 -4.168 -5.991
O: 0.617 -3.091 -6.298
C: 1.267 -3.261 -7.552
C: 1.677 -1.915 -8.126
O: 0.602 -1.209 -8.742
C: -0.364 -0.639 -7.864
C: 0.146 0.585 -7.121
O: 0.960 0.195 -6.025
C: 1.882 1.199 -5.651
H: 0.320 -5.103 -5.913
H: -0.719 -3.959 -5.033
H: -1.026 -4.263 -6.752
H: 0.607 -3.773 -8.261
H: 2.161 -3.874 -7.382
H: 2.395 -2.100 -8.930
H: 2.183 -1.295 -7.385
H: -0.768 -1.387 -7.181
H: -1.186 -0.320 -8.510
H: -0.705 1.152 -6.721
H: 0.709 1.221 -7.813
H: 2.552 1.432 -6.486
H: 2.483 0.822 -4.824
H: 1.355 2.102 -5.325

As for the LUMO energy: -5.38 eV. As for the net charge: +1. The gap between HOMO and LUMO comes out at 4.9101 eV. The HOMO energy comes out at -10.29 eV. For the calculated total energy, the calculation gives -118182.51636 eV.

Atomic partial charges in e from the Löwdin method, atoms 1 to 99:
1 O -0.083
2 C -0.240
3 C -0.155
4 C -0.144
5 C -0.116
6 N -0.130
7 O 0.015
8 C -0.155
9 N 0.073
10 C -0.199
11 C -0.223
12 C -0.446
13 S 0.887
14 C -1.005
15 S 0.748
16 N -0.170
17 C -0.063
18 C -0.103
19 N 0.062
20 C -0.186
21 N 0.197
22 C -0.059
23 O 0.076
24 C -0.628
25 F 0.165
26 F 0.166
27 F 0.171
28 C -0.321
29 F 0.160
30 F 0.158
31 C -0.273
32 F 0.138
33 F 0.133
34 C -0.474
35 F 0.175
36 F 0.175
37 F 0.151
38 H 0.084
39 H 0.110
40 H 0.120
41 H 0.109
42 H 0.109
43 H 0.116
44 H 0.109
45 H 0.148
46 H 0.099
47 H 0.138
48 H 0.114
49 H 0.142
50 H 0.107
51 H 0.121
52 H 0.092
53 H 0.091
54 H 0.092
55 H 0.109
56 H 0.110
57 H 0.100
58 H 0.155
59 H 0.179
60 C -0.108
61 O -0.199
62 C -0.203
63 C -0.177
64 O -0.155
65 C -0.165
66 C -0.184
67 O -0.196
68 C -0.094
69 H 0.089
70 H 0.091
71 H 0.086
72 H 0.123
73 H 0.127
74 H 0.121
75 H 0.123
76 H 0.123
77 H 0.117
78 H 0.132
79 H 0.108
80 H 0.063
81 H 0.092
82 H 0.094
83 C -0.113
84 O -0.209
85 C -0.206
86 C -0.175
87 O -0.133
88 C -0.177
89 C -0.200
90 O -0.206
91 C -0.108
92 H 0.096
93 H 0.064
94 H 0.092
95 H 0.101
96 H 0.114
97 H 0.123
98 H 0.121
99 H 0.119


2.
ORCA calculation (ωB97M-V with the def2-TZVPD basis set) on a molecular structure, C35H64N2O7PbSbSi3.

Positions of all 113 atoms, in Å:
Pb: 0.658 0.572 0.383
O: -1.719 0.695 -3.245
C: -1.327 1.242 -2.039
O: -0.346 0.495 -1.486
C: -0.952 2.686 -2.322
O: -0.908 3.397 -1.103
C: -2.237 3.580 -0.655
C: -3.048 2.297 -0.636
O: -4.145 2.249 -0.149
O: -2.488 1.198 -1.154
H: -1.789 -0.261 -3.122
H: 0.036 2.692 -2.776
H: -1.667 3.136 -3.018
H: -2.208 3.961 0.363
H: -2.764 4.307 -1.285
C: 3.268 -3.092 2.607
Si: 3.003 -1.436 1.773
C: 4.655 -1.040 0.932
C: 2.733 -0.155 3.111
C: 1.552 -1.476 0.521
Si: 0.090 -2.593 1.161
C: -1.505 -2.223 0.240
C: -0.250 -2.417 2.998
C: 0.465 -4.417 0.912
Si: 2.124 -2.174 -1.145
C: 3.236 -3.666 -0.937
C: 0.715 -2.560 -2.312
C: 3.131 -0.993 -2.271
C: 4.366 -1.368 -2.812
C: 4.904 -0.664 -3.877
C: 4.170 0.381 -4.421
C: 2.964 0.709 -3.817
N: 2.477 0.082 -2.745
H: 4.133 -2.986 3.269
H: 3.501 -3.886 1.898
H: 2.428 -3.415 3.219
H: 5.166 -0.244 1.480
H: 4.577 -0.742 -0.112
H: 5.308 -1.914 0.960
H: 3.558 -0.246 3.824
H: 1.799 -0.303 3.650
H: 2.740 0.876 2.751
H: -1.598 -1.222 -0.182
H: -2.342 -2.349 0.932
H: -1.650 -2.930 -0.579
H: -1.033 -1.689 3.199
H: 0.607 -2.147 3.609
H: -0.604 -3.392 3.344
H: 0.632 -4.735 -0.114
H: -0.427 -4.944 1.268
H: 1.299 -4.757 1.526
H: 2.786 -4.431 -0.309
H: 4.210 -3.414 -0.515
H: 3.403 -4.117 -1.919
H: 0.057 -3.357 -1.973
H: 1.134 -2.858 -3.277
H: 0.124 -1.655 -2.463
H: 4.896 -2.218 -2.405
H: 5.859 -0.947 -4.301
H: 4.510 0.916 -5.297
H: 2.352 1.511 -4.220
C: -2.786 1.882 2.932
O: -1.941 1.550 1.799
C: -0.802 0.940 2.096
O: -0.439 0.689 3.214
H: -3.695 2.283 2.495
H: -2.281 2.611 3.563
H: -3.005 0.983 3.500
C: -5.270 -3.726 1.220
C: -6.184 -2.516 1.398
Sb: -5.106 -0.680 1.033
C: -6.813 0.643 1.008
C: -7.875 0.285 2.042
C: -4.937 -0.964 -1.102
C: -6.133 -1.629 -1.771
H: -5.796 -4.665 1.405
H: -4.423 -3.687 1.910
H: -4.861 -3.774 0.208
H: -6.571 -2.475 2.417
H: -7.045 -2.576 0.731
H: -7.227 0.640 -0.002
H: -6.422 1.646 1.183
H: -8.336 -0.680 1.829
H: -8.672 1.032 2.065
H: -7.456 0.229 3.049
H: -4.020 -1.530 -1.286
H: -4.768 0.036 -1.500
H: -6.257 -2.663 -1.446
H: -6.023 -1.641 -2.858
H: -7.064 -1.105 -1.546
C: 2.800 3.438 -2.102
N: 4.052 2.702 -1.772
C: 5.230 3.607 -1.829
C: 3.958 1.928 -0.458
C: 3.202 2.696 0.575
C: 3.856 3.717 1.264
C: 3.159 4.564 2.108
C: 1.792 4.394 2.254
C: 1.149 3.343 1.614
C: 1.840 2.462 0.786
H: 2.867 3.775 -3.134
H: 2.702 4.286 -1.429
H: 1.956 2.768 -1.964
H: 4.166 1.986 -2.497
H: 5.126 4.359 -1.051
H: 5.256 4.089 -2.803
H: 6.135 3.025 -1.674
H: 4.984 1.711 -0.167
H: 3.449 1.003 -0.714
H: 4.928 3.839 1.148
H: 3.676 5.348 2.643
H: 1.225 5.058 2.893
H: 0.088 3.218 1.782

As for the LUMO energy: -2.34 eV. As for the net charge: +1. For the relative energy (zero: lowest compared OMol25 entry of this formula, charge and spin), the calculation gives 33.7 kcal per mole. The gap between HOMO and LUMO comes out at 6.9981 eV. The HOMO energy comes out at -9.33 eV. For the calculated total energy, the calculation gives -90059.33806 eV.

Atomic partial charges in e from the Löwdin method, atoms 1 to 99:
1 Pb 1.466
2 O 0.096
3 C -0.653
4 O -0.241
5 C -0.092
6 O -0.108
7 C -0.076
8 C -0.464
9 O 0.090
10 O 0.094
11 H 0.118
12 H 0.123
13 H 0.153
14 H 0.139
15 H 0.149
16 C -0.164
17 Si 0.403
18 C -0.165
19 C -0.164
20 C -0.559
21 Si 0.415
22 C -0.173
23 C -0.157
24 C -0.170
25 Si 0.477
26 C -0.159
27 C -0.147
28 C -0.312
29 C -0.059
30 C -0.046
31 C -0.062
32 C -0.174
33 N 0.066
34 H 0.048
35 H 0.026
36 H 0.028
37 H 0.039
38 H -0.011
39 H 0.040
40 H 0.050
41 H 0.021
42 H 0.016
43 H 0.005
44 H 0.008
45 H 0.040
46 H 0.027
47 H 0.015
48 H 0.049
49 H 0.023
50 H 0.049
51 H 0.028
52 H 0.019
53 H 0.027
54 H 0.052
55 H 0.026
56 H 0.051
57 H 0.018
58 H 0.102
59 H 0.116
60 H 0.112
61 H 0.115
62 C -0.029
63 O -0.136
64 C -0.549
65 O 0.044
66 H 0.085
67 H 0.099
68 H 0.086
69 C -0.216
70 C -0.474
71 Sb 1.397
72 C -0.451
73 C -0.205
74 C -0.446
75 C -0.187
76 H 0.067
77 H 0.051
78 H 0.052
79 H 0.042
80 H 0.044
81 H 0.044
82 H 0.027
83 H 0.055
84 H 0.066
85 H 0.062
86 H 0.027
87 H 0.028
88 H 0.052
89 H 0.068
90 H 0.059
91 C 0.010
92 N -0.153
93 C 0.020
94 C -0.083
95 C -0.280
96 C -0.042
97 C -0.049
98 C -0.042
99 C -0.104


Quick rundown of strongest force on any atom, same order as above: 2.9, 0.2 eV/Å